Computed, not measured: C33H34N6O2SSc as an isolated structure, with ωB97M-V with the def2-TZVPD basis set.

Each line ends with the Löwdin charge.
Cartesian coordinates (Å):
1 Sc -0.0097 -0.5445 0.3687  0.96
2 O -1.4839 0.5858 0.6523  -0.20
3 C -2.4988 1.2064 -0.0012  -0.32
4 C -3.4223 1.9336 0.7218  -0.07
5 C -4.4772 2.6019 0.0935  -0.16
6 C -4.5528 2.5102 -1.2934  -0.16
7 C -3.6248 1.7915 -2.0221  -0.09
8 C -2.5309 1.0955 -1.4274  -0.19
9 C -1.6094 0.4420 -2.2566  -0.15
10 N -0.5473 -0.4951 -1.9144  -0.21
11 C 0.6814 -0.0909 -2.6258  -0.21
12 C 1.2204 1.1948 -2.0373  -0.18
13 N 1.3485 1.0389 -0.5838  -0.01
14 C 1.9012 1.9863 0.0693  -0.08
15 C 2.0374 2.0898 1.5098  -0.13
16 C 2.5986 3.2726 2.0098  -0.06
17 C 2.7530 3.4874 3.3624  -0.12
18 C 2.3379 2.4865 4.2445  -0.10
19 C 1.7898 1.3095 3.7886  -0.01
20 C 1.6177 1.0690 2.4066  -0.34
21 O 1.1135 -0.0501 1.9982  -0.14
22 H -3.2892 1.9801 1.7954  0.09
23 H -5.1986 3.1697 0.6672  0.07
24 H -5.3564 3.0061 -1.8295  0.08
25 H -3.7291 1.7448 -3.1025  0.09
26 H -1.7850 0.4926 -3.3288  0.09
27 H 0.4703 0.0531 -3.6935  0.13
28 H 1.4216 -0.8940 -2.5528  0.09
29 H 0.4908 1.9850 -2.2323  0.12
30 H 2.1864 1.4562 -2.4833  0.12
31 H 2.3068 2.8432 -0.4833  0.13
32 H 2.9039 4.0361 1.3016  0.10
33 H 3.1765 4.4123 3.7295  0.09
34 H 2.4446 2.6373 5.3130  0.10
35 H 1.4655 0.5375 4.4740  0.11
36 C -3.5244 -1.3997 4.7681  -0.10
37 C -3.3548 -0.5314 3.5283  -0.26
38 N -3.7601 -1.1879 2.3069  -0.02
39 C -2.9500 -1.9471 1.5492  -0.90
40 S -3.4860 -2.5341 0.0590  0.58
41 N -1.7843 -2.2969 2.1411  -0.01
42 N -0.7447 -2.4629 1.3208  -0.06
43 C 0.1830 -3.3073 1.6569  -0.28
44 C 0.0270 -4.2568 2.8027  -0.03
45 C 1.4157 -3.2976 0.8615  -0.20
46 C 2.3496 -4.3397 0.9635  -0.01
47 C 3.5186 -4.2733 0.2359  -0.07
48 C 3.7637 -3.1694 -0.5707  -0.06
49 C 2.7960 -2.1837 -0.6270  -0.12
50 N 1.6492 -2.2512 0.0446  0.06
51 H -3.1265 -0.8889 5.6480  0.06
52 H -4.5757 -1.6300 4.9533  0.06
53 H -2.9827 -2.3364 4.6389  0.06
54 H -3.9437 0.3845 3.6123  0.11
55 H -2.3124 -0.2276 3.4145  0.11
56 H -4.6818 -1.0357 1.9368  0.11
57 H -0.6949 -3.8430 3.5039  0.06
58 H -0.3629 -5.2229 2.4673  0.09
59 H 0.9712 -4.4290 3.3197  0.07
60 H 2.1473 -5.1864 1.6014  0.10
61 H 4.2423 -5.0761 0.3050  0.11
62 H 4.6770 -3.0626 -1.1386  0.10
63 H 2.9431 -1.2886 -1.2178  0.10
64 C -0.8591 -1.9272 -2.2498  -0.16
65 C -1.3159 -2.1481 -3.6647  -0.21
66 C -2.6561 -1.9572 -3.9977  -0.03
67 C -3.0836 -2.1268 -5.3055  -0.08
68 C -2.1827 -2.4917 -6.2972  -0.11
69 C -0.8487 -2.6950 -5.9749  -0.10
70 C -0.4243 -2.5244 -4.6637  -0.06
71 H 0.0397 -2.5258 -2.0625  0.10
72 H -1.6336 -2.2518 -1.5540  0.02
73 H -3.3479 -1.6693 -3.2155  0.11
74 H -4.1271 -1.9733 -5.5516  0.10
75 H -2.5229 -2.6229 -7.3174  0.09
76 H -0.1407 -2.9888 -6.7405  0.09
77 H 0.6176 -2.6875 -4.4077  0.11

* E_tot: -2916.02214 hartree
* E_HOMO: -1.962 eV
* F_max: 0.58 eV Å⁻¹
* orbital gap: 4.08 eV
* ΔE to the lowest compared entry with this formula, charge and spin: 47.66 kcal/mol
* net charge: -1
* E_LUMO: 2.12 eV

Computed, not measured: one molecule with the formula C15H18N4O4 at a distorted geometry, with ωB97M-V with the def2-TZVPD basis set.

Each line ends with the Löwdin charge.
Cartesian coordinates (Å):
1 N 4.7926 0.2217 0.1839  0.15
2 C 4.2586 -0.8444 -0.5658  -0.56
3 O 4.3128 -1.0449 -1.7145  0.09
4 C 3.4030 -1.7752 0.3079  -0.07
5 C 1.8991 -1.7383 -0.0691  -0.28
6 N 1.4772 -1.8342 -1.4417  -0.01
7 C 1.4600 -0.2721 0.3088  -0.43
8 O 1.8563 0.2261 1.3921  -0.01
9 N 0.7158 0.4151 -0.5477  0.13
10 C 0.0732 1.7282 -0.3335  -0.18
11 C -0.6423 1.7646 1.0489  -0.12
12 C -1.5794 0.6224 1.1428  -0.17
13 C -1.4891 -0.6299 1.7863  -0.06
14 N -2.3510 -1.5977 1.3274  0.07
15 C -3.0193 -1.0771 0.2819  -0.19
16 C -4.3331 -1.4589 -0.2584  -0.03
17 C -4.9792 -0.5805 -1.1349  -0.12
18 C -4.3725 0.6734 -1.4954  -0.10
19 C -3.2149 1.2230 -0.8385  0.01
20 C -2.6188 0.3266 0.1867  -0.12
21 C 0.9949 2.9991 -0.1944  -0.29
22 O 1.0688 3.7903 -1.3464  -0.06
23 O 1.5761 3.0589 1.0326  0.06
24 H 5.6561 0.8729 -0.1525  0.19
25 H 4.1778 0.4443 0.8516  0.00
26 H 3.5813 -1.3936 1.2821  0.08
27 H 3.9049 -2.8815 0.4415  0.18
28 H 1.3279 -2.2995 0.5432  0.11
29 H 1.6677 -2.8662 -1.7081  0.13
30 H 2.1124 -1.2707 -2.2291  0.18
31 H 0.3556 -0.5020 -1.1716  0.20
32 H -0.5817 2.1540 -1.2030  0.17
33 H 0.0361 1.7117 1.8209  0.06
34 H -1.3106 2.7167 1.2369  0.18
35 H -0.7531 -0.8709 2.6278  0.15
36 H -2.4636 -2.4302 1.8529  0.15
37 H -4.8100 -2.3918 0.1254  0.11
38 H -5.8183 -0.8341 -1.8951  0.13
39 H -4.9062 1.3096 -2.1592  0.07
40 H -2.9953 2.2195 -0.7894  0.06
41 H 1.5301 2.1154 1.4666  0.12

* E_tot: -1102.22985 hartree
* E_HOMO: -8.154 eV
* F_max: 9.19 eV Å⁻¹
* SMILES string: NC(=O)C[C@H](N)C(=O)N[C@@H](Cc1c[nH]c2ccccc12)C(=O)O
* orbital gap: 8.57 eV
* ΔE to the lowest compared entry with this formula, charge and spin: 156.68 kcal/mol
* E_LUMO: 0.42 eV

Computed, not measured: C21H19AgCl3N4OSSbSe4 as an isolated structure at a distorted geometry, with ωB97M-V with the def2-TZVPD basis set.

Each line ends with the Löwdin charge.
Cartesian coordinates (Å):
1 Ag -1.7756 0.6266 1.4989  0.27
2 Se -3.4047 4.6226 3.9560  -0.33
3 Sb -1.4612 3.2201 3.4200  -0.31
4 Se -1.9157 0.7885 4.0932  -0.28
5 Se -1.2132 3.1371 0.8222  0.12
6 Se 0.6804 3.9494 4.3365  -0.35
7 Cl -0.7730 -4.4655 -3.3717  0.66
8 C 0.5939 -3.5987 -2.7508  -0.67
9 C 0.6683 -2.2235 -2.9042  -0.07
10 C 1.7581 -1.5522 -2.3770  0.00
11 C 2.7801 -2.2080 -1.7037  -0.18
12 C 3.9664 -1.4602 -1.1232  -0.29
13 C 3.8927 -1.3460 0.4122  -0.07
14 N 2.7332 -0.6284 0.8913  -0.07
15 C 2.7655 0.5074 1.6787  -0.08
16 C 1.4686 0.8621 1.8965  -0.20
17 N 0.6410 -0.0417 1.2825  0.02
18 C 1.4178 -0.9297 0.7183  -0.14
19 O 4.2390 -0.2471 -1.7909  -0.09
20 C 3.8520 0.9952 -1.1950  -0.14
21 C 2.5212 1.5426 -1.6242  -0.33
22 C 2.2047 1.9171 -2.8963  -1.02
23 Cl 3.2151 1.7756 -4.2746  0.62
24 S 0.6172 2.5894 -3.0093  0.98
25 C 0.3770 2.3835 -1.3147  -0.52
26 C 1.4526 1.8198 -0.7183  -0.15
27 C 2.6852 -3.6008 -1.6063  -0.58
28 Cl 3.9492 -4.5388 -0.8652  0.71
29 C 1.5976 -4.2970 -2.1076  -0.14
30 H -0.1169 -1.6865 -3.4164  0.11
31 H 1.8114 -0.4777 -2.4806  0.10
32 H 4.8477 -2.0754 -1.3300  0.13
33 H 4.7851 -0.8258 0.7608  0.14
34 H 3.9109 -2.3559 0.8234  0.11
35 H 3.6877 0.9617 2.0002  0.13
36 H 1.1021 1.7115 2.4555  0.02
37 H 1.0756 -1.7750 0.1456  0.13
38 H 4.6389 1.6940 -1.4907  0.13
39 H 3.8395 0.9347 -0.1111  0.08
40 H -0.5477 2.6942 -0.8533  -0.23
41 H 1.4824 1.6221 0.3486  0.05
42 H 1.5397 -5.3700 -1.9955  0.10
43 N -4.5929 2.4758 1.5364  0.12
44 C -5.0536 1.2340 1.3648  -0.40
45 C -6.4135 0.9086 1.6016  -0.03
46 C -6.8625 -0.3500 1.2998  -0.12
47 C -5.9679 -1.2954 0.7870  -0.12
48 C -4.6554 -0.9040 0.6174  -0.18
49 N -4.1950 0.3151 0.8922  0.04
50 H -5.0521 3.1352 2.1407  0.02
51 H -3.6141 2.6638 1.3204  -0.07
52 H -7.0752 1.6654 2.0030  0.10
53 H -7.9075 -0.6011 1.4424  0.09
54 H -6.2829 -2.2996 0.5359  0.08
55 H -3.9172 -1.5991 0.2289  0.09

* E_tot: -12877.72025 hartree
* E_HOMO: -1.102 eV
* F_max: 3.22 eV Å⁻¹
* orbital gap: 4.38 eV
* ΔE to the lowest compared entry with this formula, charge and spin: 49.86 kcal/mol
* net charge: -2
* E_LUMO: 3.28 eV

Computed, not measured: C25H44Cl3CuN4O3SeSi as an isolated structure at a distorted geometry, with ωB97M-V with the def2-TZVPD basis set.

Each line ends with the Löwdin charge.
Cartesian coordinates (Å):
1 C 1.2306 3.2763 -3.0988  -0.07
2 C 2.3030 2.7030 -2.2506  -0.22
3 H 1.3658 4.3324 -3.3285  0.06
4 H 0.2861 3.1198 -2.5664  -0.01
5 H 1.1446 2.7400 -4.0506  0.09
6 C 3.4084 3.3613 -1.8583  -0.12
7 C 3.7702 4.7514 -2.2849  -0.11
8 H 4.1288 2.8916 -1.1810  0.10
9 H 2.9250 5.2686 -2.7658  0.05
10 H 4.6182 4.7814 -2.9918  0.07
11 H 4.0788 5.3221 -1.3938  0.06
12 Cu -0.4870 0.0420 -0.6733  -0.02
13 Cl 0.4243 -1.4758 -2.0581  0.09
14 Cl -2.0122 1.3971 0.0805  0.21
15 H -3.4417 -2.9948 1.9526  0.08
16 H -4.8747 -3.9338 -0.4477  0.09
17 C -3.8790 -2.0810 1.5236  -0.03
18 C -4.9181 -2.8474 -0.6311  -0.05
19 N -3.8431 -2.1356 0.0662  -0.17
20 H -3.2922 -1.2160 1.8451  0.10
21 C -2.7122 -1.7543 -0.5385  -0.32
22 O -1.7019 -1.4101 0.1203  -0.20
23 H -4.8271 -2.6778 -1.7119  0.09
24 H -2.7160 -1.7376 -1.6439  0.13
25 H -4.9201 -1.9974 1.8510  0.09
26 H -5.9012 -2.4963 -0.2876  0.08
27 H 0.4720 4.1362 0.0540  0.09
28 H 2.9633 3.6513 1.0614  0.07
29 C 0.0967 3.9596 1.0693  -0.07
30 C 2.3663 3.7330 1.9797  -0.08
31 N 1.0444 3.1627 1.8097  -0.18
32 H -0.8588 3.4412 1.0106  0.02
33 C 0.6534 2.0947 2.5735  -0.38
34 O -0.4765 1.6475 2.6724  -0.06
35 H 2.8806 3.2039 2.7881  0.08
36 H 1.5043 1.6343 3.1181  0.11
37 H -0.0179 4.9350 1.5591  0.08
38 H 2.2894 4.7977 2.2314  0.08
39 O 0.8377 1.4426 -0.9516  -0.32
40 C 1.9507 1.3067 -1.7462  -0.45
41 C 3.5461 0.7850 0.1801  -0.14
42 C 3.1443 0.5642 -1.1312  -0.20
43 H 2.9476 1.4710 0.7918  0.08
44 C 4.6930 0.1539 0.6751  -0.11
45 H 1.6177 0.7065 -2.6016  0.07
46 C 3.8748 -0.3114 -1.9330  -0.06
47 H 4.9518 0.2994 1.7229  0.10
48 C 5.4717 -0.6622 -0.1548  -0.12
49 C 5.0525 -0.8896 -1.4686  -0.12
50 H 3.4992 -0.4859 -2.9374  0.11
51 H 6.3722 -1.1357 0.2357  0.09
52 H 5.6388 -1.5327 -2.1287  0.09
53 Si -4.2114 2.6594 -2.3226  0.15
54 Cl -2.1468 2.9593 -2.7599  0.32
55 C -4.7168 3.2504 -0.6244  -0.23
56 C -4.3761 0.8157 -2.6208  -0.23
57 C -5.2857 3.6092 -3.5553  -0.22
58 H -3.9077 3.1494 0.1092  -0.03
59 H -5.5594 2.6341 -0.2777  0.03
60 H -5.0629 4.2938 -0.6399  0.02
61 H -5.3637 4.6697 -3.2849  0.02
62 H -6.3007 3.1874 -3.5443  0.03
63 H -4.9005 3.5437 -4.5789  0.02
64 H -3.6507 0.2504 -2.0260  -0.02
65 H -4.1923 0.5902 -3.6778  0.03
66 H -5.3868 0.4711 -2.3736  0.03
67 C -0.5460 -3.1989 3.0424  -0.05
68 N 0.2698 -3.6731 1.9505  -0.14
69 C 0.3001 -4.9669 1.4711  -0.07
70 C 1.2466 -5.0111 0.5015  -0.06
71 N 1.7940 -3.7523 0.4084  -0.13
72 C 2.8588 -3.3677 -0.4802  -0.07
73 C 1.1912 -2.8989 1.2944  -0.69
74 Se 1.4759 -1.1350 1.5514  0.81
75 H -1.5854 -3.5094 2.8881  0.07
76 H -0.4747 -2.1061 3.0571  0.04
77 H -0.1812 -3.5949 4.0009  0.09
78 H -0.3458 -5.7291 1.8671  0.11
79 H 1.5941 -5.8207 -0.1203  0.11
80 H 3.7207 -4.0343 -0.3444  0.09
81 H 2.5138 -3.3874 -1.5188  0.07
82 H 3.1469 -2.3440 -0.2263  0.03

* E_tot: -7135.91802 hartree
* E_HOMO (spin up / spin down): -4.249 / -4.209 eV
* F_max: 2.27 eV Å⁻¹
* 2S+1: 2
* <S²>: 0.7533
* orbital gap (spin up / spin down): 6.63 / 6.59 eV
* ΔE to the lowest compared entry with this formula, charge and spin: 0.00 kcal/mol
* net charge: -1
* E_LUMO (spin up / spin down): 2.38 / 2.38 eV